Record 1
23
Properties=species:S:1:pos:R:3 method="wB97M-V/def2-TZVPD" e_homo_ev="-2.81 / -11.53" max_force_ev_per_a=4.0 gap_ev="3.68 / 12.13" total_charge=0 spin_multiplicity=2
C 0.087 -0.465 -1.189
C -1.372 -0.442 -0.776
C -1.929 -1.870 -0.196
C -1.499 -2.231 1.298
N 0.967 0.430 -0.423
H 0.334 -1.516 -0.932
H 0.270 -0.127 -2.287
H -1.381 0.119 0.136
H -2.010 -0.128 -1.643
H -2.994 -1.753 -0.164
H -1.579 -2.675 -0.855
H -0.335 -2.288 1.222
H -1.885 -3.232 1.609
H -1.652 -1.515 2.057
H 0.975 0.195 0.570
H 0.603 1.364 -0.317
H 2.038 0.495 -0.518
H 0.804 4.421 -0.197
H -0.347 3.549 0.289
O 0.438 3.499 -0.298
H 3.833 0.877 1.345
H 3.280 2.118 0.691
O 3.354 1.175 0.579

---

Record 2
71
Properties=species:S:1:pos:R:3 method="wB97M-V/def2-TZVPD" e_homo_ev="-7.21 / -7.73" max_force_ev_per_a=0.7 gap_ev="6.78 / 6.92" total_charge=0 spin_multiplicity=3
Pt -0.505 -0.542 0.269
I 0.842 1.854 -4.278
C -0.730 0.560 -3.877
C -1.552 0.107 -4.920
C -2.563 -0.791 -4.696
I -3.742 -1.399 -6.305
C -2.779 -1.300 -3.392
C -3.745 -2.268 -3.034
C -3.825 -2.721 -1.748
C -2.934 -2.222 -0.785
N -2.034 -1.317 -1.085
C -1.944 -0.832 -2.356
C -0.913 0.149 -2.565
O -0.199 0.564 -1.571
H -1.372 0.473 -5.921
H -4.416 -2.648 -3.793
H -4.557 -3.463 -1.461
H -2.964 -2.557 0.244
O -0.410 2.448 5.107
C -0.537 2.783 3.813
C -1.207 3.967 3.497
C -1.341 4.363 2.180
C -0.797 3.597 1.149
C -0.155 2.414 1.466
C -0.043 1.967 2.781
C 0.538 0.639 3.128
O 0.889 0.432 4.302
O 0.574 -0.277 2.236
H 0.171 1.639 5.105
H -1.601 4.563 4.311
H -1.857 5.287 1.952
H -0.868 3.917 0.119
H 0.288 1.825 0.668
Br -3.891 1.471 5.861
C -3.263 0.732 4.254
C -2.531 -0.445 4.270
C -2.084 -0.943 3.061
N -2.324 -0.346 1.888
C -3.029 0.789 1.900
C -3.525 1.365 3.054
H -2.294 -0.949 5.195
H -1.487 -1.845 3.032
H -3.194 1.262 0.939
H -4.079 2.291 3.012
C 2.197 -2.627 1.013
P 1.696 -1.272 -0.077
C 2.874 0.069 0.176
C 2.799 1.155 -0.698
C 3.637 2.243 -0.521
C 4.546 2.258 0.530
C 4.613 1.185 1.407
C 3.776 0.091 1.233
C 2.032 -1.871 -1.762
C 1.025 -2.563 -2.429
C 1.228 -3.046 -3.713
C 2.448 -2.841 -4.341
C 3.464 -2.167 -3.677
C 3.260 -1.685 -2.392
H 3.224 -2.929 0.802
H 1.530 -3.469 0.828
H 2.092 -2.305 2.048
H 2.078 1.147 -1.509
H 3.575 3.085 -1.199
H 5.194 3.112 0.674
H 5.309 1.202 2.235
H 3.815 -0.728 1.939
H 0.072 -2.717 -1.941
H 0.430 -3.568 -4.227
H 2.607 -3.204 -5.348
H 4.416 -2.006 -4.166
H 4.051 -1.141 -1.890

---

Record 3
101
Properties=species:S:1:pos:R:3 method="wB97M-V/def2-TZVPD" e_homo_ev=-12.61 max_force_ev_per_a=0.3 gap_ev=6.64 total_charge=+2
Ti 0.451 0.064 0.184
Te -2.193 0.350 3.864
C -1.224 -0.638 5.459
C -1.246 -2.020 5.581
C -0.552 -2.600 6.637
N 0.115 -1.900 7.549
C 0.075 -0.574 7.462
C -0.576 0.104 6.439
C -0.649 0.192 2.318
P -0.033 1.758 1.790
C -1.409 2.919 1.758
C -1.172 4.268 2.022
C -2.224 5.173 2.004
C -3.515 4.737 1.742
C -3.755 3.395 1.479
C -2.705 2.491 1.473
C 1.300 2.519 2.731
C 2.326 3.161 2.041
C 3.356 3.771 2.742
C 3.369 3.727 4.130
C 2.349 3.082 4.819
C 1.310 2.484 4.122
P 0.117 -1.360 2.050
C 1.614 -1.751 2.980
C 2.534 -2.637 2.418
C 3.711 -2.933 3.086
C 3.983 -2.334 4.310
C 3.084 -1.430 4.857
C 1.902 -1.134 4.191
C -1.049 -2.717 2.249
C -0.597 -3.949 2.728
C -1.494 -4.990 2.913
C -2.844 -4.804 2.646
C -3.295 -3.580 2.170
C -2.399 -2.542 1.960
H -1.789 -2.644 4.887
H -0.532 -3.678 6.749
H 0.590 -0.024 8.241
H -0.579 1.186 6.426
H -0.175 4.615 2.262
H -2.036 6.217 2.214
H -4.335 5.442 1.749
H -4.761 3.051 1.276
H -2.900 1.448 1.249
H 2.323 3.182 0.957
H 4.148 4.276 2.206
H 4.174 4.200 4.677
H 2.359 3.056 5.900
H 0.507 1.995 4.658
H 2.335 -3.101 1.456
H 4.416 -3.630 2.653
H 4.899 -2.572 4.835
H 3.294 -0.960 5.809
H 1.208 -0.423 4.620
H 0.443 -4.095 2.983
H -1.139 -5.942 3.285
H -3.545 -5.610 2.814
H -4.347 -3.430 1.967
H -2.757 -1.589 1.591
Cl 7.786 -0.161 -0.515
C 6.110 -0.048 -0.128
C 5.730 0.197 1.206
C 4.409 0.301 1.569
C 3.421 0.155 0.590
O 2.147 0.248 0.898
C 3.794 -0.097 -0.747
C 2.793 -0.255 -1.731
O 1.554 -0.197 -1.532
C 5.160 -0.196 -1.098
H 6.508 0.303 1.952
H 4.112 0.480 2.594
H 3.114 -0.448 -2.760
H 5.447 -0.387 -2.124
C -0.044 3.127 -2.067
As -0.966 1.486 -1.610
C -2.826 2.044 -1.656
C -0.894 0.413 -3.225
C -0.901 0.987 -4.491
C -0.888 0.180 -5.620
C -0.880 -1.201 -5.486
C -0.884 -1.778 -4.224
C -0.886 -0.974 -3.091
As -0.931 -1.721 -1.304
C -2.774 -2.335 -1.248
C 0.026 -3.399 -1.436
H -0.536 3.623 -2.902
H 0.989 2.908 -2.332
H -0.070 3.787 -1.200
H -3.080 2.215 -2.701
H -2.952 2.961 -1.088
H -3.472 1.270 -1.247
H -0.913 2.063 -4.612
H -0.886 0.631 -6.603
H -0.874 -1.832 -6.366
H -0.885 -2.858 -4.137
H -3.012 -2.730 -2.235
H -3.445 -1.506 -1.026
H -2.890 -3.114 -0.501
H -0.419 -4.037 -2.197
H -0.046 -3.899 -0.470
H 1.070 -3.214 -1.680

---

Record 4
25
Properties=species:S:1:pos:R:3 method="wB97M-V/def2-TZVPD" e_homo_ev=-9.33 max_force_ev_per_a=4.8 gap_ev=10.21 smiles="CCO[C@]1(O[P@H](C)=O)N[C@@H]1C" total_charge=0
C -2.090 -1.321 2.435
C -1.486 -0.690 1.182
O -0.189 -1.101 1.094
C 0.625 -0.323 0.300
O 0.259 -0.484 -1.073
P 0.646 0.341 -2.357
C 0.132 -0.882 -3.564
O 2.020 0.866 -2.397
N 1.975 -0.144 0.478
C 1.123 1.059 0.555
C 0.968 1.893 1.831
H -3.093 -0.994 2.629
H -2.076 -2.341 2.157
H -1.504 -1.176 3.250
H -1.592 0.493 1.334
H -2.028 -1.000 0.345
H -0.385 1.256 -2.296
H -0.833 -1.298 -3.168
H -0.089 -0.493 -4.482
H 0.776 -1.677 -3.750
H 2.488 -0.190 -0.438
H 1.438 1.608 -0.411
H 0.547 2.858 1.593
H 0.465 1.405 2.638
H 1.903 2.333 2.114

---

Record 5
54
Properties=species:S:1:pos:R:3 method="wB97M-V/def2-TZVPD" e_homo_ev=-13.97 max_force_ev_per_a=0.6 gap_ev=6.17 total_charge=+2
C 2.689 0.511 0.157
N 1.238 0.247 0.146
C 0.495 0.578 1.211
C -0.855 0.353 1.223
C -1.478 -0.221 0.112
C -2.946 -0.470 0.097
C -3.661 -0.690 1.279
C -5.007 -0.911 1.225
N -5.681 -0.904 0.058
P -7.532 -1.283 0.225
O -7.950 0.134 0.872
I -8.296 -0.960 -2.037
C -5.015 -0.713 -1.092
C -3.659 -0.498 -1.101
C -0.677 -0.550 -0.982
C 0.674 -0.312 -0.932
H 2.870 1.521 -0.206
H 3.057 0.405 1.173
H 3.183 -0.192 -0.506
H 0.980 1.021 2.071
H -1.416 0.641 2.100
H -3.165 -0.725 2.238
H -5.574 -1.117 2.125
H -7.241 0.696 1.205
H -5.589 -0.732 -2.005
H -3.177 -0.327 -2.051
H -1.074 -1.016 -1.870
H 1.335 -0.537 -1.757
C 0.869 2.741 -4.410
C 1.550 1.707 -5.311
C 2.654 1.171 -4.409
O 2.135 1.248 -3.061
C 0.959 2.056 -3.058
H -0.153 2.974 -4.701
H 1.440 3.670 -4.399
H 0.850 0.909 -5.567
H 1.936 2.127 -6.237
H 3.557 1.781 -4.468
H 2.919 0.136 -4.622
H 0.088 1.402 -2.901
H 1.014 2.762 -2.225
C 4.223 -1.667 4.616
C 3.760 -1.972 3.191
C 2.265 -1.708 3.310
O 2.103 -0.672 4.270
C 3.342 -0.479 4.982
H 5.283 -1.437 4.690
H 4.011 -2.515 5.269
H 4.226 -1.273 2.491
H 3.984 -2.983 2.858
H 1.731 -2.604 3.641
H 1.809 -1.376 2.368
H 3.791 0.465 4.660
H 3.124 -0.413 6.046

---

Record 6
36
Properties=species:S:1:pos:R:3 method="wB97M-V/def2-TZVPD" e_homo_ev=-8.42 max_force_ev_per_a=19.8 gap_ev=8.10 smiles="O=C(O)CSCC(=O)N(c1ccccc1)c1ccccc1" total_charge=0
O -3.908 -0.676 1.440
C -3.934 0.377 0.812
O -4.814 1.395 1.176
C -3.254 0.682 -0.517
S -1.908 1.879 0.176
C -0.936 2.066 -1.320
C 0.635 1.812 -0.916
O 1.322 2.965 -1.057
N 0.845 0.734 -0.514
C 0.092 -0.662 -0.535
C -0.326 -0.948 0.818
C -1.206 -2.143 0.650
C -1.693 -2.707 -0.295
C -1.154 -2.298 -1.568
C -0.378 -1.095 -1.545
C 2.173 0.458 0.310
C 2.850 -0.652 -0.312
C 4.181 -1.050 0.465
C 4.749 -0.286 1.223
C 4.160 1.283 1.401
C 2.795 1.343 1.010
H -5.399 0.976 1.966
H -3.936 1.409 -0.961
H -2.955 -0.125 -0.726
H -1.271 1.245 -1.943
H -0.978 3.253 -1.573
H -0.019 -0.482 1.764
H -1.653 -2.449 1.868
H -2.336 -3.527 -0.510
H -1.538 -2.521 -2.440
H 0.121 -0.520 -2.624
H 2.334 -1.708 -0.680
H 4.600 -1.989 0.328
H 5.682 -0.323 1.520
H 4.626 1.992 1.972
H 2.432 2.293 1.136

---

Record 7
35
Properties=species:S:1:pos:R:3 method="wB97M-V/def2-TZVPD" e_homo_ev="-7.76 / -7.43" max_force_ev_per_a=4.8 gap_ev="7.66 / 7.84" total_charge=0 spin_multiplicity=2
C -0.937 -1.411 -2.548
C -1.080 -2.427 -1.559
C -1.839 -1.893 -0.476
H -0.722 -3.457 -1.653
C -2.141 -0.526 -0.772
C -1.588 -0.216 -2.059
H -1.720 0.719 -2.588
H -0.501 -1.540 -3.534
H -2.167 -2.431 0.409
H -2.770 0.136 -0.187
V 0.040 -0.712 -0.714
Br 0.964 -2.380 0.762
C 2.264 0.548 -0.407
C 1.381 1.297 -1.266
C 1.203 0.542 -2.475
H 1.006 2.295 -1.082
C 1.933 -0.704 -2.342
C 2.618 -0.668 -1.082
H 3.338 -1.397 -0.735
H 2.660 0.883 0.541
H 0.701 0.901 -3.366
H 2.032 -1.466 -3.091
C 0.839 0.010 3.048
Si -0.262 0.689 1.678
C -2.045 0.588 2.289
C 0.153 2.526 1.498
H 0.578 -1.030 3.287
H 0.701 0.624 3.951
H 1.901 0.031 2.772
H -2.102 1.030 3.297
H -2.727 1.148 1.635
H -2.398 -0.450 2.348
H -0.055 3.033 2.453
H 1.207 2.704 1.248
H -0.462 3.004 0.723

---

Please write out number 5 again, unchanged.
54
Properties=species:S:1:pos:R:3 method="wB97M-V/def2-TZVPD" e_homo_ev=-13.97 max_force_ev_per_a=0.6 gap_ev=6.17 total_charge=+2
C 2.689 0.511 0.157
N 1.238 0.247 0.146
C 0.495 0.578 1.211
C -0.855 0.353 1.223
C -1.478 -0.221 0.112
C -2.946 -0.470 0.097
C -3.661 -0.690 1.279
C -5.007 -0.911 1.225
N -5.681 -0.904 0.058
P -7.532 -1.283 0.225
O -7.950 0.134 0.872
I -8.296 -0.960 -2.037
C -5.015 -0.713 -1.092
C -3.659 -0.498 -1.101
C -0.677 -0.550 -0.982
C 0.674 -0.312 -0.932
H 2.870 1.521 -0.206
H 3.057 0.405 1.173
H 3.183 -0.192 -0.506
H 0.980 1.021 2.071
H -1.416 0.641 2.100
H -3.165 -0.725 2.238
H -5.574 -1.117 2.125
H -7.241 0.696 1.205
H -5.589 -0.732 -2.005
H -3.177 -0.327 -2.051
H -1.074 -1.016 -1.870
H 1.335 -0.537 -1.757
C 0.869 2.741 -4.410
C 1.550 1.707 -5.311
C 2.654 1.171 -4.409
O 2.135 1.248 -3.061
C 0.959 2.056 -3.058
H -0.153 2.974 -4.701
H 1.440 3.670 -4.399
H 0.850 0.909 -5.567
H 1.936 2.127 -6.237
H 3.557 1.781 -4.468
H 2.919 0.136 -4.622
H 0.088 1.402 -2.901
H 1.014 2.762 -2.225
C 4.223 -1.667 4.616
C 3.760 -1.972 3.191
C 2.265 -1.708 3.310
O 2.103 -0.672 4.270
C 3.342 -0.479 4.982
H 5.283 -1.437 4.690
H 4.011 -2.515 5.269
H 4.226 -1.273 2.491
H 3.984 -2.983 2.858
H 1.731 -2.604 3.641
H 1.809 -1.376 2.368
H 3.791 0.465 4.660
H 3.124 -0.413 6.046